(one)
Computed, not measured: one molecule with the formula H5N3O, with ωB97M-V/def2-TZVPD.

Last columns: bonded neighbours and bond lengths (Å).
Element x y z (Å)
1 N -1.143 0.701 0.294  N3 1.306, H5 1.077, H6 1.020
2 N 1.561 -0.631 0.050  O4 1.350, H7 1.018, H8 0.982
3 N -0.643 0.154 -0.781  N1 1.306, O4 1.577, H9 1.138
4 O 0.332 -1.011 -0.361  N2 1.350, N3 1.577
5 H -1.568 -0.008 0.984  N1 1.077
6 H -0.684 1.502 0.727  N1 1.020
7 H 2.056 -0.075 -0.645  N2 1.018
8 H 1.515 -0.019 0.817  N2 0.982
9 H -1.425 -0.614 -1.085  N3 1.138

Values from the calculation:
structure (SMILES): NNON
net charge: 0
frontier orbital gap: 9.94 eV

---

(two)
Computed, not measured: a 2-piece molecular cluster, H5N3O overall, with ωB97M-V/def2-TZVPD.

Last columns: bonded neighbours and bond lengths (Å).
Element x y z (Å)
1 N 1.667 -0.286 -0.220  N3 1.338, H5 1.090, H6 1.023
2 N -1.934 0.187 -0.247  O4 1.393, H7 1.003, H8 0.984
3 N 0.698 0.385 0.412  N1 1.338, H9 1.029
4 O -0.970 -0.690 0.246  N2 1.393
5 H 2.019 -1.222 0.214  N1 1.090
6 H 1.457 -0.312 -1.222  N1 1.023
7 H -2.269 0.917 0.353  N2 1.003
8 H -1.442 0.631 -0.974  N2 0.984
9 H 0.774 0.390 1.438  N3 1.029

Values from the calculation:
net charge: 0
frontier orbital gap (spin up / spin down): 9.44 / 8.65 eV

---

On energetic grounds, (one) is preferred over the next structure by 14.2 kcal/mol.

---

(one)
Computed, not measured: one molecule with the formula C8H7NO3, with ωB97M-V/def2-TZVPD.

Last columns: bonded neighbours and bond lengths (Å).
Element x y z (Å)
1 C -2.148 -1.217 0.018  H10 1.138, H11 1.197, N16 1.426, O17 1.474
2 C -1.034 1.701 -0.210  C3 1.476, O18 1.368, O19 1.199
3 C 0.299 1.084 -0.066  C2 1.476, C4 1.419, C8 1.421
4 C 1.612 1.544 0.212  C3 1.419, C5 1.394, H12 1.128
5 C 2.540 0.506 0.284  C4 1.394, C6 1.448, H13 1.195
6 C 2.211 -0.850 -0.102  C5 1.448, C7 1.388, H14 1.146
7 C 0.930 -1.293 -0.402  C6 1.388, C8 1.465, H15 1.096
8 C -0.076 -0.230 -0.458  C3 1.421, C7 1.465, N16 1.328
9 H -2.085 0.212 1.358  O17 1.035
10 H -3.267 -1.137 -0.175  C1 1.138
11 H -1.856 -2.355 -0.207  C1 1.197
12 H 1.835 2.650 0.214  C4 1.128
13 H 3.664 0.860 0.483  C5 1.195
14 H 3.035 -1.633 0.041  C6 1.146
15 H 0.804 -2.273 -0.879  C7 1.096
16 N -1.339 -0.406 -0.829  C1 1.426, C8 1.328, O18 1.355
17 O -1.909 -0.807 1.414  C1 1.474, H9 1.035
18 O -1.888 0.833 -0.830  C2 1.368, N16 1.355
19 O -1.328 2.811 0.135  C2 1.199

Values from the calculation:
structure (SMILES): O=c1on(CO)c2ccccc12
net charge: 0
frontier orbital gap: 9.19 eV

---

(two)
Computed, not measured: one molecule with the formula C8H7NO3, with ωB97M-V/def2-TZVPD.

Last columns: bonded neighbours and bond lengths (Å).
Element x y z (Å)
1 C 1.625 3.108 -1.144  H9 1.095, H10 1.098, H11 1.089, O17 1.478
2 C 0.825 0.962 -1.294  C3 1.374, C8 1.371, O17 1.431
3 C 1.830 0.067 -1.013  C2 1.374, C4 1.449, H12 1.062
4 C 1.388 -0.985 -0.121  C3 1.449, C5 1.291, H13 1.122
5 C 0.235 -1.014 0.461  C4 1.291, C7 1.385, N16 1.375
6 C -1.640 -1.545 1.538  N16 1.354, O18 1.207, O19 1.402
7 C -0.739 -0.094 0.108  C5 1.385, C8 1.322, O19 1.380
8 C -0.403 0.906 -0.688  C2 1.371, C7 1.322, H15 1.069
9 H 0.806 3.819 -0.992  C1 1.095
10 H 2.004 2.590 -0.253  C1 1.098
11 H 2.299 3.705 -1.756  C1 1.089
12 H 2.801 -0.072 -1.420  C3 1.062
13 H 2.205 -1.744 0.000  C4 1.122
14 H -0.038 -2.869 1.352  N16 1.008
15 H -1.109 1.647 -0.995  C8 1.069
16 N -0.355 -1.912 1.319  C5 1.375, C6 1.354, H14 1.008
17 O 1.249 2.057 -2.112  C1 1.478, C2 1.431
18 O -2.497 -1.929 2.297  C6 1.207
19 O -1.903 -0.393 0.785  C6 1.402, C7 1.380

Values from the calculation:
structure (SMILES): COc1ccc2[nH]c(=O)oc2c1
net charge: 0
frontier orbital gap: 9.58 eV

---

On energetic grounds, (two) is preferred over the next structure by 44.5 kcal/mol.

---

(one)
Computed, not measured: a 3-piece molecular cluster, C3H11N2S overall, with ωB97M-V/def2-TZVPD.

Last columns: bonded neighbours and bond lengths (Å).
Element x y z (Å)
1 N -2.526 2.904 1.642  H7 0.938, H8 1.037, H9 1.078
2 C 1.019 -1.549 -0.727  C3 1.348, C5 1.490, H10 1.096
3 C 1.793 -2.485 -1.312  C2 1.348, H11 1.105, H12 1.071
4 S -1.418 -0.044 0.795  H13 1.355
5 C 1.623 -0.288 -0.213  C2 1.490, N6 1.555, H14 1.112, H15 1.122
6 N 0.904 0.899 -0.915  C5 1.555, H16 1.003, H17 1.048
7 H -3.461 2.964 1.614  N1 0.938
8 H -2.204 3.094 2.609  N1 1.037
9 H -2.338 1.860 1.451  N1 1.078
10 H -0.074 -1.626 -0.702  C2 1.096
11 H 2.892 -2.395 -1.376  C3 1.105
12 H 1.349 -3.361 -1.741  C3 1.071
13 H -2.154 -1.111 0.399  S4 1.355
14 H 1.347 -0.207 0.861  C5 1.112
15 H 2.731 -0.162 -0.339  C5 1.122
16 H 0.471 0.497 -1.725  N6 1.003
17 H 0.047 1.009 -0.322  N6 1.048

Values from the calculation:
net charge: +1
frontier orbital gap: 4.27 eV

---

(two)
Computed, not measured: a 2-piece molecular cluster, C3H11N2S overall, with ωB97M-V/def2-TZVPD.

Last columns: bonded neighbours and bond lengths (Å).
Element x y z (Å)
1 C 0.163 2.436 -1.641  S2 1.894, H4 1.181, H5 1.049, H6 1.082
2 S -0.105 0.940 -0.511  C1 1.894, C3 1.802
3 C -0.840 0.052 -1.896  S2 1.802, H7 1.096, H8 1.098, H9 1.127
4 H -0.781 3.138 -1.539  C1 1.181
5 H 0.994 2.878 -1.177  C1 1.049
6 H 0.276 1.958 -2.606  C1 1.082
7 H -1.015 0.706 -2.759  C3 1.096
8 H -1.589 -0.117 -1.112  C3 1.098
9 H -0.462 -0.925 -2.311  C3 1.127
10 N 1.447 -1.897 1.254  C11 1.379, H13 0.994, H14 0.976
11 C 0.260 -1.743 1.938  N10 1.379, N12 1.260, H15 1.103
12 N -0.645 -0.874 1.826  C11 1.260, H16 1.146, H17 1.015
13 H 1.741 -1.280 0.533  N10 0.994
14 H 1.701 -2.827 1.097  N10 0.976
15 H 0.008 -2.493 2.708  C11 1.103
16 H -0.889 -0.275 0.880  N12 1.146
17 H -1.409 -0.885 2.495  N12 1.015

Values from the calculation:
net charge: +1
frontier orbital gap: 8.66 eV

---

On energetic grounds, (two) is preferred over the next structure by 109.0 kcal/mol.

---

(one)
Computed, not measured: a 2-piece molecular cluster, C3H11N2S overall, with ωB97M-V/def2-TZVPD.

Last columns: bonded neighbours and bond lengths (Å).
Element x y z (Å)
1 C -2.770 -0.481 2.286  C2 1.548, H4 1.093, H5 1.095, H6 1.083
2 C -2.789 -0.372 0.742  C1 1.548, S3 1.792, H7 1.084, H8 1.092
3 S -1.185 0.139 0.127  C2 1.792, H9 1.343
4 H -2.898 0.541 2.651  C1 1.093
5 H -1.810 -0.886 2.621  C1 1.095
6 H -3.491 -1.154 2.731  C1 1.083
7 H -3.123 -1.290 0.273  C2 1.084
8 H -3.570 0.339 0.465  C2 1.092
9 H -1.003 1.085 1.062  S3 1.343
10 N 1.899 0.760 -1.758  C11 1.330, H13 1.005, H14 1.014
11 C 2.526 0.016 -0.851  N10 1.330, N12 1.303, H15 1.087
12 N 3.813 -0.184 -0.875  C11 1.303, H16 1.011, H17 1.012
13 H 2.124 0.844 -2.734  N10 1.005
14 H 1.219 1.397 -1.359  N10 1.014
15 H 1.910 -0.292 -0.009  C11 1.087
16 H 4.303 -0.649 -0.123  N12 1.011
17 H 4.424 0.116 -1.624  N12 1.012

Values from the calculation:
net charge: +1
frontier orbital gap: 7.94 eV

---

(two)
Computed, not measured: a 2-piece molecular cluster, C3H11N2S overall, with ωB97M-V/def2-TZVPD.

Last columns: bonded neighbours and bond lengths (Å).
Element x y z (Å)
1 C -3.372 -1.215 0.478  C2 1.484, H4 1.078, H5 1.063, H6 1.143
2 C -2.873 0.171 0.659  C1 1.484, S3 1.893, H7 1.080, H8 1.043
3 S -1.056 0.356 0.161  C2 1.893, H9 1.324
4 H -3.052 -1.867 1.275  C1 1.078
5 H -3.022 -1.532 -0.475  C1 1.063
6 H -4.514 -1.222 0.439  C1 1.143
7 H -3.462 0.724 -0.058  C2 1.080
8 H -2.968 0.632 1.589  C2 1.043
9 H -1.080 1.508 -0.493  S3 1.324
10 N 2.136 0.648 -0.376  C11 1.291, H13 1.024, H14 0.982
11 C 3.267 0.240 0.095  N10 1.291, N12 1.408, H15 1.125
12 N 4.374 0.186 -0.774  C11 1.408, H16 1.008, H17 1.030
13 H 2.006 1.244 -1.199  N10 1.024
14 H 1.280 0.258 -0.099  N10 0.982
15 H 3.205 -0.281 1.089  C11 1.125
16 H 4.953 -0.638 -0.725  N12 1.008
17 H 4.176 0.788 -1.586  N12 1.030

Values from the calculation:
net charge: +1
frontier orbital gap: 7.94 eV

---

On energetic grounds, (one) is preferred over the next structure by 18.1 kcal/mol.